No. 1
Here is a 6-piece molecular cluster, C18H39F2NO13 overall at a distorted geometry from the OMol25 dataset. Energies are from wB97M-V/def2-TZVPD.

Element x y z (Å)
1 N 0.022466 0.288025 0.419800
2 H 0.713784 0.636625 0.776809
3 H 0.318822 -0.424379 0.067166
4 H -0.233712 0.944378 -0.262882
5 H -0.756663 0.217324 0.886833
6 O 1.893027 1.407461 -1.543066
7 H 2.543602 1.465977 -2.118361
8 C 3.644200 -0.481663 0.441416
9 C 4.972443 -1.112577 0.600253
10 O 4.983510 -1.307578 2.044973
11 C 3.841470 -1.167511 2.592242
12 O 3.493061 -1.499197 3.761437
13 O 2.984447 -0.630231 1.689672
14 F 5.911977 -0.206169 0.253801
15 H 3.211510 -0.918807 -0.607682
16 H 3.699862 0.695494 0.115089
17 H 5.048334 -1.930513 -0.050101
18 C -0.090382 0.902549 -4.454320
19 C -0.699654 -0.378331 -3.788298
20 O 0.033539 -1.426448 -4.358418
21 C 0.940969 -1.090303 -5.310050
22 O 1.571695 -1.843393 -5.871821
23 O 0.843938 0.275830 -5.413375
24 F -1.974505 -0.468725 -4.284174
25 H 0.338795 1.276797 -3.446169
26 H -1.047397 1.443188 -4.842893
27 H -0.823910 -0.353713 -2.672554
28 C 1.349816 -3.130499 -0.305845
29 O -0.012235 -2.814350 -0.023159
30 C -0.815927 -3.100549 -1.133520
31 C -2.238514 -2.355178 -0.845213
32 O -2.099432 -1.192471 -1.072640
33 C -3.303407 -0.378537 -0.817212
34 C -3.251412 0.867234 -1.705542
35 O -2.080091 1.641117 -1.623176
36 C -2.101577 2.690471 -2.433553
37 H 1.819650 -3.007872 0.556539
38 H 1.758459 -2.491112 -1.181126
39 H 1.554840 -4.165658 -0.635281
40 H -0.993337 -4.235217 -0.895615
41 H -0.665795 -2.732259 -2.103162
42 H -2.488766 -2.669369 0.203898
43 H -2.760621 -2.781287 -1.463712
44 H -3.346231 -0.284467 0.335059
45 H -4.262467 -1.102964 -1.056858
46 H -4.128876 1.616391 -1.271222
47 H -3.512756 0.686548 -2.726733
48 H -1.110868 2.869324 -2.715757
49 H -2.803409 3.443990 -2.215249
50 H -2.333401 2.520904 -3.425096
51 C -1.271767 -2.548436 2.783711
52 O -0.548184 -1.333788 2.901547
53 C -0.048101 -0.910947 4.161547
54 C 0.590169 0.485481 4.074717
55 O -0.195913 1.332404 3.475787
56 C -0.053000 2.743321 3.723896
57 C -0.620342 3.382101 2.467664
58 O -0.025909 3.068864 1.199268
59 C -0.282294 3.928649 0.140804
60 H -0.777629 -3.512709 3.154557
61 H -1.503350 -2.963004 1.739851
62 H -2.111613 -2.732370 3.343382
63 H 0.755806 -1.729924 4.691063
64 H -0.859642 -0.898213 4.914315
65 H 1.597662 0.428952 3.367499
66 H 0.643713 0.927628 5.112272
67 H 0.927536 2.983763 3.815780
68 H -0.759340 3.093748 4.517369
69 H -0.552238 4.373651 2.729068
70 H -1.695746 3.011083 2.208421
71 H 0.105845 4.851313 0.516974
72 H -1.348838 4.008097 -0.357861
73 H 0.474304 3.802034 -0.752784

Atoms 1-6, force components in eV/Å:
N -7.81 5.73 -3.02
H 9.47 5.61 6.29
H 3.50 -11.21 -5.67
H 0.06 1.30 -2.30
H -4.72 -1.14 4.43
O -5.56 -0.91 4.62

- highest occupied orbital energy (eV) = -7.261
- energy (Ha) = -1941.26308
- frontier orbital gap (Ha) = 0.28065
- LUMO level (eV) = 0.38
- charge = 0
- strongest force on any atom (eV Å⁻¹) = 14.390

No. 2
Here is an isolated molecule of C5H8 at a distorted geometry from the OMol25 dataset. Energies are from wB97M-V/def2-TZVPD.

Element x y z (Å)
1 C 1.293828 0.123585 0.447536
2 C -0.739299 1.972064 0.187331
3 C -0.819742 0.694502 -0.119033
4 C -0.179970 -0.452915 -0.155037
5 C -0.660590 -1.834966 -0.611827
6 H 0.950305 0.539497 1.388990
7 H 2.289605 -0.298680 0.688669
8 H 1.507722 0.887136 -0.294815
9 H -0.360500 2.705212 -0.524471
10 H -0.917277 2.322899 1.203842
11 H -1.717814 -1.865806 -0.929305
12 H -0.080117 -2.208055 -1.464963
13 H -0.566152 -2.584473 0.183083

Atoms 1-6, force components in eV/Å:
C -0.40 -0.60 -0.29
C -0.56 -0.07 -0.20
C 0.40 0.01 0.15
C 0.67 0.40 0.30
C 0.30 0.20 0.14
H 0.29 0.32 -0.08

- highest occupied orbital energy (eV) = -9.089
- energy (Ha) = -195.18368
- frontier orbital gap (Ha) = 0.36645
- structure (SMILES) = C=C=C(C)C
- LUMO level (eV) = 0.88
- charge = 0
- strongest force on any atom (eV Å⁻¹) = 1.617

No. 3
Here is C8H9N3O2S2Yb as an isolated structure at a distorted geometry from the OMol25 dataset. Energies are from wB97M-V/def2-TZVPD.

Element x y z (Å)
1 O 1.123410 -2.749602 1.841661
2 C 0.954106 -2.938334 0.584075
3 O -0.157013 -3.599291 0.125073
4 N 1.987097 -2.353162 -0.313746
5 C 1.354484 -1.089061 -0.775389
6 C 2.355373 0.195940 -0.655543
7 C 1.718882 1.252111 0.415222
8 S 0.532619 2.425088 -0.452428
9 C -0.937206 1.389565 -0.965512
10 S -1.330880 1.274250 -2.609069
11 N -1.708654 0.738171 0.104858
12 C -2.126025 1.671942 1.149548
13 C -2.862769 0.675681 2.083015
14 N -2.833423 -0.689296 1.571318
15 C -2.127010 -0.635169 0.319312
16 H 0.482583 -0.872524 -0.064968
17 H 0.914382 -1.180498 -1.845993
18 H 3.383221 -0.111636 -0.261851
19 H 2.375394 0.740073 -1.663766
20 H 2.594805 1.874293 0.850060
21 H 1.156378 0.701383 1.252927
22 H -1.961203 2.798993 1.218256
23 H -3.354669 0.977546 3.065529
24 H -1.848465 -1.462728 -0.416375
25 Yb 0.314582 0.966267 -4.556213

Atoms 1-6, force components in eV/Å:
O 0.54 0.08 -4.24
C -3.71 -2.37 1.64
O 5.69 3.36 0.79
N -3.46 0.72 0.78
C 0.43 0.37 1.33
C -1.03 0.12 0.43

- highest occupied orbital energy (eV) = -6.190
- energy (Ha) = -2579.64794
- frontier orbital gap (Ha) = 0.11066
- LUMO level (eV) = -3.18
- charge = 0
- strongest force on any atom (eV Å⁻¹) = 6.650